# 1
{"formula": "C3H12NOS", "method": "ωB97M-V/def2-TZVPD", "homo_lumo_gap_ev": [10.92, 5.37], "charge": 2, "energy_ha": -648.951121, "multiplicity": 2, "homo_energy_ev": [-18.74, -18.54], "species": ["C", "C", "C", "S", "N", "H", "H", "H", "H", "H", "H", "H", "H", "H", "H", "H", "H", "O"], "positions_angstrom": [[-1.63, -1.22, 0.19], [-0.32, -0.48, 0.31], [-0.55, 1.01, -0.07], [0.90, 2.05, -0.01], [0.21, -0.61, 1.75], [-2.00, -1.13, -0.84], [-2.41, -0.81, 0.83], [-1.49, -2.28, 0.33], [0.50, -0.86, -0.31], [-0.86, 1.06, -1.13], [-1.42, 1.41, 0.46], [0.39, 3.29, 0.20], [-0.39, -0.19, 2.47], [0.44, -1.59, 1.93], [1.10, -0.12, 1.81], [3.12, 0.59, -2.41], [2.00, -0.04, -3.18], [2.41, -0.06, -2.31]], "mulliken_charge": [-1.362, 0.019, -0.786, 0.269, -0.294, 0.404, 0.431, 0.417, 0.381, 0.463, 0.514, 0.343, 0.367, 0.393, 0.374, 0.337, 0.349, -0.619]}


# 2
{"formula": "HNO2S2", "method": "ωB97M-V/def2-TZVPD", "homo_lumo_gap_ev": [7.36, 7.38], "energy_ha": -1002.076207, "homo_energy_ev": [-10.63, -10.65], "species": ["N", "O", "O", "S", "S", "H"], "positions_angstrom": [[-0.97, -0.21, 0.65], [1.28, 1.01, 0.85], [0.22, 1.03, -1.34], [0.76, -1.76, -0.06], [0.37, 0.45, -0.05], [-1.66, -0.51, -0.04]], "mulliken_charge": [-0.431, -0.417, -0.462, 0.024, 0.957, 0.329]}


# 3
{"formula": "C25H67N5O7", "method": "ωB97M-V/def2-TZVPD", "homo_lumo_gap_ev": 8.27, "energy_ha": -1792.990156, "homo_energy_ev": -8.12, "species": ["O", "H", "H", "H", "O", "H", "C", "C", "C", "O", "C", "N", "H", "H", "H", "H", "H", "H", "H", "H", "H", "H", "H", "C", "C", "C", "O", "C", "N", "H", "H", "H", "H", "H", "H", "H", "H", "H", "H", "H", "C", "C", "C", "O", "C", "N", "H", "H", "H", "H", "H", "H", "H", "H", "H", "H", "H", "C", "C", "C", "O", "C", "N", "H", "H", "H", "H", "H", "H", "H", "H", "H", "H", "H", "C", "C", "C", "C", "C", "C", "N", "O", "C", "C", "C", "H", "H", "H", "H", "H", "H", "H", "H", "H", "H", "H", "H", "H", "H", "H", "H", "H", "H", "H"], "positions_angstrom": [[-4.30, -0.59, 1.25], [-4.29, -0.90, 2.17], [-4.75, 0.28, 1.16], [-3.32, -0.46, 0.94], [-2.04, -0.18, 0.37], [-1.15, 0.13, 0.26], [-1.34, 2.88, -1.47], [-2.61, 3.44, -0.79], [-3.85, 3.39, -1.68], [-3.53, 4.09, -2.87], [-4.49, 4.00, -3.91], [-2.84, 2.72, 0.48], [-0.97, 3.51, -2.28], [-1.40, 1.85, -1.81], [-0.52, 2.89, -0.74], [-2.47, 4.46, -0.44], [-4.66, 3.88, -1.11], [-4.06, 2.36, -2.00], [-4.86, 4.99, -4.17], [-5.27, 3.27, -3.71], [-3.95, 3.61, -4.78], [-2.62, 1.73, 0.31], [-2.12, 2.97, 1.15], [-5.01, -1.75, -3.45], [-3.65, -1.66, -2.73], [-2.51, -1.72, -3.76], [-2.58, -0.70, -4.74], [-1.49, -0.85, -5.63], [-3.64, -0.50, -1.86], [-5.79, -2.10, -2.78], [-4.99, -2.54, -4.21], [-5.23, -0.86, -4.04], [-3.49, -2.61, -2.21], [-2.74, -2.66, -4.29], [-1.52, -1.80, -3.30], [-1.55, -0.09, -6.41], [-1.49, -1.82, -6.12], [-0.53, -0.64, -5.15], [-2.91, -0.49, -1.11], [-3.28, 0.29, -2.40], [-0.67, -0.70, 3.85], [-1.22, 0.72, 3.93], [-0.23, 1.77, 3.46], [-0.86, 3.01, 3.22], [-0.02, 3.97, 2.60], [-2.47, 0.69, 3.14], [-1.43, -1.42, 4.15], [0.17, -0.82, 4.54], [-0.31, -0.90, 2.85], [-1.50, 0.93, 4.97], [0.32, 1.49, 2.55], [0.53, 1.83, 4.26], [0.17, 3.80, 1.54], [0.95, 4.02, 3.10], [-0.54, 4.91, 2.77], [-2.19, 0.62, 2.15], [-2.89, 1.62, 3.17], [-1.24, -3.78, -0.04], [-0.06, -3.46, 0.87], [1.13, -4.42, 0.57], [1.09, -4.88, -0.77], [1.99, -5.93, -0.98], [0.42, -2.11, 0.52], [-1.08, -3.70, -1.12], [-2.13, -3.20, 0.23], [-1.55, -4.83, 0.06], [-0.36, -3.55, 1.91], [1.03, -5.22, 1.32], [2.09, -3.91, 0.71], [1.91, -6.22, -2.03], [1.81, -6.79, -0.32], [3.06, -5.68, -0.91], [-0.32, -1.43, 0.66], [0.67, -2.08, -0.46], [4.67, -2.12, 1.45], [4.75, -0.60, 1.55], [5.85, -0.24, 0.56], [5.94, 1.23, 0.19], [4.57, 1.68, -0.34], [3.43, 1.36, 0.65], [3.50, -0.07, 1.01], [2.38, -0.50, 1.75], [3.43, 2.37, 1.80], [2.16, 1.52, -0.19], [5.13, -0.16, 2.97], [4.44, -2.38, 0.42], [3.88, -2.55, 2.08], [5.51, -2.75, 1.78], [6.81, -0.55, 1.00], [5.73, -0.82, -0.36], [6.70, 1.37, -0.58], [6.25, 1.80, 1.07], [4.43, 1.16, -1.28], [4.62, 2.76, -0.51], [4.43, 2.50, 2.20], [3.23, 3.39, 1.47], [2.71, 2.02, 2.54], [2.14, 0.77, -0.98], [1.29, 1.25, 0.42], [1.91, 2.55, -0.45], [5.48, 0.87, 3.03], [6.01, -0.72, 3.30], [4.32, -0.30, 3.69], [1.88, -1.05, 1.11]], "mulliken_charge": [-0.470, 0.434, 0.487, -0.312, 0.794, -0.618, -0.602, 0.302, -0.499, -0.328, -0.759, -0.588, 0.537, 0.004, -0.197, 0.496, 0.295, 0.115, 0.255, 0.339, 0.256, 0.245, 0.192, -1.573, 0.591, -0.947, -0.294, -0.796, -0.305, 0.391, 0.400, 0.307, 0.218, 0.502, 0.385, 0.273, 0.315, 0.295, 0.027, 0.110, -1.227, -0.188, 0.568, -0.446, -0.637, -0.383, 0.400, 0.542, 0.053, 0.364, -0.563, 0.534, 0.100, 0.376, 0.297, -0.118, 0.427, -1.386, 0.288, -0.855, -0.262, -0.808, -0.269, 0.279, 0.264, 0.504, 0.495, 0.488, 0.192, 0.258, 0.331, 0.266, -0.672, 0.273, -2.054, 1.575, -1.267, -0.708, -1.194, 1.573, 0.404, -0.093, -1.590, -1.717, -1.707, 0.488, 0.302, 0.439, 0.436, 0.380, 0.437, 0.332, 0.371, 0.407, 0.340, 0.495, 0.144, 0.524, -0.239, 0.573, 0.366, 0.481, 0.241, 0.501]}


# 4
{"formula": "C3H6N3O2", "method": "ωB97M-V/def2-TZVPD", "homo_lumo_gap_ev": [7.23, 7.23], "charge": 1, "energy_ha": -432.099417, "homo_energy_ev": [-14.16, -14.16], "species": ["C", "C", "C", "N", "N", "N", "O", "O", "H", "H", "H", "H", "H", "H"], "positions_angstrom": [[0.66, 0.54, 0.10], [0.52, -0.76, -0.06], [1.19, 1.87, -0.12], [-2.01, -0.78, -0.15], [-2.28, 0.52, -0.36], [1.45, -1.67, 0.25], [-3.43, 0.75, -0.28], [-0.72, -1.34, -0.30], [0.75, 2.80, 0.37], [1.35, 1.96, -1.10], [2.14, 1.68, 0.37], [-2.80, -1.49, -0.01], [2.11, -1.42, 0.95], [1.07, -2.65, 0.34]], "mulliken_charge": [0.059, 0.767, -0.730, 0.066, 0.149, -0.482, -0.412, -0.222, 0.331, 0.308, 0.333, 0.290, 0.257, 0.286]}


# 5
{"formula": "C17H20ClN3O5S", "method": "ωB97M-V/def2-TZVPD", "homo_lumo_gap_ev": 7.96, "energy_ha": -2057.955477, "homo_energy_ev": -8.31, "species": ["C", "H", "O", "C", "C", "C", "C", "C", "C", "Cl", "H", "N", "C", "O", "C", "C", "C", "C", "N", "C", "H", "H", "H", "H", "S", "O", "O", "N", "C", "H", "C", "H", "O", "C", "H", "C", "H", "H", "H", "H", "H", "H", "H", "H", "H", "H", "H"], "positions_angstrom": [[-8.20, -1.39, -0.03], [-8.05, -1.65, 0.95], [-7.31, -0.16, -0.44], [-6.08, -0.24, -0.22], [-5.54, 0.85, -0.67], [-4.28, 1.22, -0.32], [-3.46, 0.19, 0.29], [-3.93, -0.90, 0.32], [-5.32, -1.16, 0.20], [-5.71, -2.85, 0.74], [-3.33, -1.51, 0.85], [-2.10, 0.59, 0.20], [-1.23, 1.44, -0.01], [-1.69, 2.77, -0.25], [0.17, 1.41, 0.26], [0.82, 0.22, 0.73], [2.26, 0.46, 0.87], [2.25, 1.95, 0.81], [1.16, 2.58, 0.40], [0.70, 3.91, 0.43], [-0.11, 4.15, 0.92], [0.24, 4.15, -0.54], [1.61, 4.57, 0.56], [3.07, 2.69, 1.03], [3.57, -0.30, 0.90], [3.22, -1.47, 2.04], [4.72, 0.14, 1.50], [3.77, -1.01, -0.41], [4.39, -0.40, -1.21], [4.23, 0.64, -1.07], [5.99, -0.44, -1.21], [6.49, -0.08, -2.09], [6.36, -1.88, -1.21], [5.65, -2.79, -0.25], [5.98, -3.76, -0.35], [4.20, -2.36, -0.35], [3.68, -3.05, 0.27], [3.84, -2.98, -1.07], [5.94, -2.25, 0.78], [6.17, -0.01, -0.09], [4.24, -0.73, -2.17], [0.41, -0.68, 0.84], [-1.61, -0.35, 0.69], [-3.88, 2.13, -0.61], [-6.34, 1.85, -0.97], [-9.11, -1.16, -0.38], [-7.88, -2.36, -0.67]], "mulliken_charge": [-0.940, 0.423, -0.480, 1.134, -0.747, -0.456, 0.072, -0.805, 0.153, -0.232, 0.546, 0.039, 0.992, -0.771, -0.007, -0.902, -0.004, -0.797, 0.403, -0.984, 0.454, 0.385, 0.250, 0.360, 1.260, -0.871, -0.697, 0.441, -1.047, 0.378, -0.467, 0.380, -0.441, -0.393, 0.467, -1.445, 0.671, 0.651, 0.233, 0.272, 0.597, 0.611, -0.070, 0.623, 0.155, 0.297, 0.311]}


# 6
{"formula": "C44H120Br4N9O9", "method": "ωB97M-V/def2-TZVPD", "homo_lumo_gap_ev": 5.92, "charge": 5, "energy_ha": -13212.773542, "homo_energy_ev": -13.31, "species": ["C", "C", "C", "C", "C", "C", "N", "O", "C", "C", "C", "H", "H", "H", "H", "H", "H", "H", "H", "H", "H", "H", "H", "H", "H", "H", "H", "H", "H", "C", "N", "C", "C", "C", "C", "O", "H", "H", "H", "H", "H", "H", "H", "H", "H", "H", "H", "H", "H", "H", "C", "N", "C", "C", "C", "C", "O", "H", "H", "H", "H", "H", "H", "H", "H", "H", "H", "H", "H", "H", "H", "C", "N", "C", "C", "C", "C", "O", "H", "H", "H", "H", "H", "H", "H", "H", "H", "H", "H", "H", "H", "H", "C", "C", "C", "O", "C", "N", "H", "H", "H", "H", "H", "H", "H", "H", "H", "H", "H", "H", "C", "C", "C", "O", "C", "N", "H", "H", "H", "H", "H", "H", "H", "H", "H", "H", "H", "H", "C", "C", "C", "O", "C", "N", "H", "H", "H", "H", "H", "H", "H", "H", "H", "H", "H", "H", "C", "C", "C", "O", "C", "N", "H", "H", "H", "H", "H", "H", "H", "H", "H", "H", "H", "H", "C", "C", "C", "O", "C", "N", "H", "H", "H", "H", "H", "H", "H", "H", "H", "H", "H", "H", "Br", "Br", "Br", "Br"], "positions_angstrom": [[-0.99, 7.75, 4.88], [-2.25, 7.82, 5.76], [-2.97, 9.17, 5.83], [-3.61, 9.59, 4.46], [-4.78, 8.61, 4.23], [-4.38, 7.18, 3.87], [-3.38, 6.79, 4.97], [-3.28, 5.69, 5.29], [-3.52, 7.15, 2.55], [-5.52, 6.17, 3.79], [-2.05, 7.15, 7.09], [-0.53, 6.77, 4.73], [-0.36, 8.37, 5.54], [-1.15, 8.23, 3.93], [-2.14, 9.84, 6.09], [-3.74, 9.11, 6.66], [-2.82, 9.72, 3.76], [-4.01, 10.59, 4.79], [-5.56, 8.87, 3.53], [-5.35, 8.65, 5.15], [-4.24, 7.07, 1.74], [-2.88, 6.24, 2.54], [-2.92, 8.03, 2.42], [-6.24, 6.57, 3.04], [-6.03, 6.00, 4.79], [-5.11, 5.24, 3.51], [-2.95, 6.88, 7.59], [-1.52, 7.89, 7.66], [-1.44, 6.21, 7.05], [5.40, -13.80, 2.38], [4.47, -12.91, 3.17], [3.22, -12.79, 2.34], [4.29, -13.56, 4.53], [5.07, -11.54, 3.35], [5.85, -11.03, 2.19], [5.17, -11.23, 0.96], [6.43, -13.82, 2.72], [5.38, -13.56, 1.32], [5.05, -14.81, 2.51], [3.41, -12.40, 1.38], [2.47, -12.21, 2.88], [2.89, -13.86, 2.34], [3.49, -14.35, 4.48], [3.93, -12.80, 5.27], [5.28, -13.88, 4.86], [5.73, -11.57, 4.21], [4.16, -10.94, 3.64], [6.83, -11.54, 2.12], [6.13, -9.99, 2.44], [5.14, -10.38, 0.46], [1.89, 1.29, 1.22], [0.94, 0.81, 0.07], [0.15, 2.01, -0.46], [1.83, 0.34, -1.11], [0.07, -0.33, 0.44], [-0.92, -0.21, 1.62], [-0.35, -0.62, 2.84], [1.30, 1.81, 1.97], [2.62, 1.84, 0.68], [2.38, 0.38, 1.56], [-0.65, 1.72, -1.18], [0.87, 2.73, -0.88], [-0.24, 2.57, 0.38], [2.59, -0.39, -0.82], [2.29, 1.21, -1.52], [1.14, -0.02, -1.80], [0.74, -1.12, 0.69], [-0.57, -0.58, -0.42], [-1.80, -0.86, 1.29], [-1.23, 0.78, 1.81], [-0.25, -1.57, 2.84], [15.17, -0.43, -6.41], [14.13, -0.31, -7.39], [13.79, -1.62, -8.16], [12.83, 0.06, -6.71], [14.67, 0.63, -8.51], [15.17, 1.98, -8.12], [14.09, 2.73, -7.73], [14.86, -1.17, -5.76], [15.33, 0.47, -5.85], [16.16, -0.66, -6.85], [13.02, -1.35, -8.85], [13.38, -2.33, -7.47], [14.64, -2.01, -8.66], [11.93, -0.05, -7.34], [12.91, 1.08, -6.31], [12.65, -0.63, -5.88], [13.93, 0.74, -9.35], [15.57, 0.08, -8.78], [15.67, 2.41, -9.00], [15.92, 1.91, -7.36], [14.30, 3.60, -7.43], [-15.31, -0.55, -4.91], [-16.61, -1.11, -4.51], [-17.36, -0.30, -3.44], [-18.64, -0.94, -3.32], [-19.44, -0.23, -2.33], [-17.65, -1.01, -5.59], [-17.65, -0.10, -5.98], [-17.52, -1.71, -6.32], [-18.57, -1.22, -5.17], [-15.31, 0.54, -4.94], [-15.00, -0.89, -5.99], [-14.55, -0.92, -4.23], [-16.57, -2.13, -4.13], [-17.60, 0.66, -3.82], [-16.87, -0.13, -2.53], [-20.02, 0.53, -2.82], [-18.66, 0.11, -1.61], [-20.09, -0.92, -1.82], [-3.50, -5.10, 6.35], [-2.75, -6.16, 5.57], [-3.48, -6.67, 4.30], [-2.60, -7.56, 3.69], [-3.10, -8.07, 2.49], [-1.37, -5.88, 5.22], [-0.84, -5.66, 6.07], [-0.92, -6.67, 4.85], [-1.36, -5.13, 4.47], [-4.46, -5.57, 6.60], [-3.82, -4.23, 5.80], [-3.04, -4.77, 7.28], [-2.73, -7.03, 6.32], [-3.79, -5.86, 3.61], [-4.34, -7.24, 4.74], [-2.38, -8.75, 2.12], [-3.24, -7.20, 1.83], [-4.03, -8.57, 2.64], [-4.79, -0.83, -6.23], [-3.58, -0.80, -7.26], [-3.87, -0.41, -8.69], [-3.89, 1.00, -8.82], [-4.40, 1.44, -10.12], [-2.47, 0.04, -6.75], [-2.65, 0.99, -7.01], [-2.50, -0.02, -5.71], [-1.57, -0.26, -7.12], [-5.13, 0.19, -6.16], [-4.40, -1.17, -5.25], [-5.58, -1.41, -6.59], [-3.18, -1.83, -7.35], [-4.81, -0.84, -8.86], [-3.13, -0.91, -9.36], [-4.33, 2.53, -10.13], [-5.47, 1.15, -10.18], [-3.86, 1.07, -11.06], [0.39, 0.14, 7.17], [0.63, 1.37, 6.32], [1.73, 2.32, 6.82], [2.93, 1.63, 6.87], [3.95, 2.45, 7.44], [0.98, 0.89, 4.89], [0.12, 0.63, 4.38], [1.42, 1.61, 4.24], [1.61, 0.14, 5.12], [-0.54, -0.26, 6.76], [0.39, 0.44, 8.22], [1.23, -0.56, 7.14], [-0.25, 1.97, 6.17], [1.47, 2.59, 7.87], [1.82, 3.25, 6.29], [3.63, 3.03, 8.34], [4.39, 3.09, 6.72], [4.75, 1.77, 7.67], [5.80, 5.84, -4.00], [5.68, 6.42, -2.59], [4.39, 7.18, -2.28], [4.34, 7.44, -0.88], [3.07, 8.02, -0.53], [5.78, 5.25, -1.62], [5.29, 4.35, -1.83], [6.78, 5.00, -1.60], [5.50, 5.48, -0.69], [6.76, 5.46, -4.06], [5.77, 6.71, -4.58], [4.98, 5.16, -4.07], [6.51, 7.09, -2.28], [3.55, 6.48, -2.52], [4.33, 8.11, -2.83], [3.22, 8.55, 0.39], [2.35, 7.30, -0.37], [2.64, 8.74, -1.26], [2.98, 4.50, 0.00], [-1.47, -0.23, -3.23], [-0.93, -3.79, 3.03], [-0.26, 3.64, 3.46]], "mulliken_charge": [-1.384, 1.108, -0.947, -0.660, -1.213, 1.161, 0.795, -0.344, -1.451, -1.679, -1.722, 0.278, 0.476, 0.325, 0.411, 0.373, 0.461, 0.306, 0.463, 0.485, 0.450, 0.398, 0.321, 0.399, 0.385, 0.486, 0.491, 0.460, 0.318, -1.000, -0.100, -0.913, -0.770, -0.477, -0.658, -0.488, 0.384, 0.398, 0.460, 0.338, 0.417, 0.418, 0.324, 0.367, 0.383, 0.418, 0.396, 0.322, 0.466, 0.313, -0.552, 0.191, -0.584, -0.836, -0.340, -0.497, -0.241, -0.126, 0.400, 0.269, 0.211, 0.229, 0.285, 0.334, 0.322, 0.406, 0.544, 0.070, 0.191, 0.323, -0.075, -1.054, -0.020, -0.928, -0.763, -0.508, -0.615, -0.483, 0.471, 0.444, 0.358, 0.441, 0.390, 0.389, 0.326, 0.307, 0.401, 0.343, 0.407, 0.393, 0.379, 0.322, -1.349, 0.243, -0.926, -0.466, -0.641, -0.252, 0.321, 0.352, 0.370, 0.367, 0.349, 0.373, 0.365, 0.453, 0.593, 0.286, 0.296, 0.266, -1.511, 0.295, -0.772, -0.323, -0.773, 0.058, 0.357, 0.391, -0.168, 0.391, 0.351, 0.404, 0.241, 0.468, 0.427, 0.261, 0.321, 0.312, -1.338, 0.126, -0.623, -0.363, -0.730, -0.044, 0.364, -0.068, 0.334, 0.377, 0.411, 0.412, 0.276, 0.386, 0.393, 0.263, 0.303, 0.293, -1.423, 0.089, -0.890, -0.361, -0.791, -0.089, 0.258, 0.122, 0.396, 0.444, 0.390, 0.385, 0.478, 0.459, 0.541, 0.311, 0.323, 0.277, -1.435, 0.055, -0.627, -0.362, -0.782, -0.255, 0.306, 0.383, 0.275, 0.451, 0.384, 0.427, 0.366, 0.307, 0.490, 0.275, 0.294, 0.304, -0.729, -0.733, -0.626, -0.663]}


# 7
{"formula": "C5H8O", "method": "ωB97M-V/def2-TZVPD", "homo_lumo_gap_ev": 10.68, "smiles": "C1=C[C@H]2O[C@H]2C1.[H][H]", "energy_ha": -270.453061, "homo_energy_ev": -9.47, "species": ["C", "C", "C", "O", "C", "C", "H", "H", "H", "H", "H", "H", "H", "H"], "positions_angstrom": [[-1.41, -0.48, 0.98], [-1.34, -0.86, -0.30], [-0.09, -0.34, -0.92], [0.07, 1.08, -0.89], [0.66, 0.32, 0.15], [-0.20, 0.33, 1.40], [-2.24, -0.68, 1.65], [-2.06, -1.48, -0.82], [0.36, -0.82, -1.79], [1.74, 0.29, 0.21], [0.31, -0.08, 2.28], [-0.48, 1.37, 1.64], [2.31, 0.94, -1.64], [2.49, 0.33, -2.02]], "mulliken_charge": [-0.363, -0.682, 0.186, -0.411, -0.034, -0.835, 0.375, 0.409, 0.386, 0.367, 0.347, 0.250, -0.066, 0.072]}


# 8
{"formula": "C2H2NO3", "method": "ωB97M-V/def2-TZVPD", "homo_lumo_gap_ev": [7.09, 7.08], "charge": -1, "energy_ha": -357.828826, "homo_energy_ev": [-3.84, -3.83], "species": ["C", "C", "N", "O", "O", "O", "H", "H"], "positions_angstrom": [[0.14, 0.24, -0.15], [1.71, 0.08, 0.33], [-0.32, 1.19, -0.72], [2.26, -0.03, -0.75], [-2.15, -1.10, 0.15], [1.96, 0.29, 1.47], [-1.29, 1.22, -1.03], [-2.31, -1.89, 0.69]], "mulliken_charge": [0.299, 0.570, -0.376, -0.545, -0.943, -0.541, 0.385, 0.150]}